# 1
138
Properties=species:S:1:pos:R:3:forces:R:3 method="wB97M-V/def2-TZVPD" de_lowest_kj_mol=0.0 e_homo_ha=-0.1839 spin_multiplicity=1 total_charge=-1
C 9.10621 -2.12225 -1.24513 0.19 0.50 -0.28
C 8.44769 -1.11303 -0.29320 0.48 -0.44 0.10
O 7.13910 -1.48134 0.07470 -0.33 0.05 0.16
C 6.13846 -0.69304 -0.55749 0.41 0.07 -0.71
C 6.06381 0.72170 0.02091 0.40 -0.30 0.50
O 4.77189 1.22138 0.14398 -0.36 0.13 -0.20
C 4.18662 1.54276 -1.13424 0.75 -0.52 -0.65
Nb 4.92380 3.46701 -2.12788 -1.06 0.97 2.11
C 5.92647 4.27503 -0.26773 0.80 0.18 -0.75
C 7.47714 4.31408 -0.29522 -0.73 0.53 0.71
C 8.05018 4.41040 1.12305 0.25 -0.75 -0.47
C 9.49612 4.88040 1.19735 -0.12 0.25 1.11
N 9.77519 6.23919 0.67692 -0.83 -0.25 -1.35
C 10.31315 6.25008 -0.68791 -0.03 0.35 0.30
C 8.75135 7.15630 0.92514 0.01 0.23 1.30
C 8.16738 7.98946 -0.19274 0.53 0.28 0.20
O 8.34516 7.32748 2.06914 0.11 -0.35 -0.71
C 3.07842 4.71692 -1.67438 -0.04 -0.37 -0.23
C 1.74065 4.11963 -2.07463 -0.39 0.35 0.03
C 0.51367 4.98948 -1.77604 0.99 0.29 0.00
F -0.45938 4.79027 -2.70916 -0.27 -0.07 0.19
F 0.83774 6.31149 -1.85936 -0.14 -0.08 -0.07
C -0.07183 4.79545 -0.33579 -0.66 0.47 -0.55
F 0.89497 4.36555 0.49244 -0.19 0.00 0.06
F -0.54393 5.98550 0.11770 0.18 -0.26 0.14
C -1.29551 3.81845 -0.31514 0.84 0.13 0.18
F -2.34918 4.45451 -0.84604 0.16 -0.26 0.05
F -0.96850 2.72929 -1.04548 -0.39 0.18 0.02
C -1.57601 3.32119 1.14202 0.73 -0.52 0.80
F -1.37442 4.29825 2.05883 -0.39 -0.62 -0.90
F -0.68859 2.32341 1.40217 -0.76 0.85 -0.12
S -3.33680 2.62028 1.41206 0.16 -0.38 0.80
F -3.44775 2.20616 -0.10704 0.01 0.09 -0.22
F -2.79723 1.16429 1.75574 0.08 0.06 -0.22
F -3.26430 2.95928 2.96416 0.00 0.09 -0.06
F -3.94886 4.04600 1.12904 0.02 0.15 -0.15
F -4.80332 2.07334 1.62529 -0.04 0.18 0.18
H 9.93450 -2.63306 -0.76747 -0.01 -0.32 0.13
H 9.53188 -1.59530 -2.09646 0.06 0.02 -0.17
H 8.39793 -2.83844 -1.64493 -0.19 -0.15 0.14
H 8.50295 -0.12069 -0.73403 -0.29 0.19 -0.04
H 9.03560 -1.07785 0.62176 0.04 0.09 0.18
H 5.19060 -1.21513 -0.48852 -0.17 -0.04 0.37
H 6.38419 -0.63887 -1.62269 -0.10 0.00 -0.18
H 6.48308 0.67441 1.02648 -0.06 -0.04 0.19
H 6.71343 1.38042 -0.56267 -0.15 0.25 -0.16
H 3.10878 1.57393 -0.96556 -0.18 0.33 0.05
H 4.33063 0.71542 -1.83762 -0.06 -0.25 0.08
H 4.20235 2.87594 -3.72960 -0.03 0.05 -0.26
H 6.43041 2.48355 -2.56080 -0.02 -0.05 -0.24
H 5.73661 4.79347 -3.11860 0.49 -0.47 -0.29
H 5.59716 3.78330 0.65043 -0.28 -0.30 -0.06
H 5.60316 5.31826 -0.18416 -0.21 0.11 0.09
H 7.88033 3.45141 -0.81381 0.28 -0.06 -0.14
H 7.74865 5.21653 -0.83644 0.16 -0.06 -0.36
H 8.04753 3.39432 1.52577 0.00 -0.10 0.20
H 7.39370 4.97248 1.77593 -0.01 0.39 0.02
H 9.78989 4.87225 2.24532 0.13 -0.06 0.14
H 10.12975 4.16282 0.68841 0.23 0.09 -0.27
H 10.78728 7.21115 -0.86713 0.18 0.10 -0.06
H 9.56973 6.11318 -1.47053 -0.09 -0.28 -0.07
H 11.06284 5.47492 -0.76788 0.16 -0.11 -0.05
H 8.82577 8.84489 -0.34467 0.13 0.08 -0.19
H 7.22975 8.39156 0.16058 -0.26 -0.08 0.04
H 8.05263 7.47251 -1.13568 -0.09 -0.11 -0.12
H 3.22388 5.66990 -2.18371 0.05 0.14 -0.15
H 3.11804 4.94608 -0.60909 0.04 -0.09 0.21
H 1.55168 3.15956 -1.59994 0.11 -0.23 -0.05
H 1.72994 3.96678 -3.14962 -0.12 -0.11 -0.17
C -6.16349 0.02209 0.09130 -0.09 -0.34 -0.20
O -7.21492 -0.82249 0.51514 -0.18 0.23 -0.09
C -7.66994 -0.53638 1.82768 0.13 -0.22 -0.09
C -9.16692 -0.71364 1.94862 -0.07 -0.07 0.10
O -9.94231 0.28219 1.29965 -0.05 0.03 0.04
C -9.99715 0.28748 -0.11746 0.04 0.13 -0.05
C -10.78999 -0.84581 -0.73052 0.13 -0.12 -0.14
O -10.09438 -2.07931 -0.65100 -0.01 0.03 0.29
C -10.92935 -3.18316 -0.39090 0.09 0.03 -0.11
H -5.22732 -0.25615 0.58030 0.08 0.20 0.02
H -6.04907 -0.10584 -0.98535 0.01 -0.11 0.03
H -6.38917 1.06961 0.28482 -0.05 0.06 0.06
H -7.40433 0.48652 2.11606 0.00 0.02 -0.02
H -7.17953 -1.23231 2.52268 -0.03 0.11 0.15
H -9.41516 -0.61254 3.00804 0.00 0.04 0.00
H -9.47110 -1.71674 1.64435 0.12 -0.01 -0.16
H -9.00053 0.35222 -0.55645 0.03 -0.19 0.00
H -10.51965 1.21360 -0.36995 -0.02 0.00 0.02
H -10.96075 -0.61798 -1.79096 -0.13 0.11 0.03
H -11.76041 -0.91765 -0.22666 0.00 0.00 0.02
H -11.57824 -2.99641 0.47258 -0.04 0.00 -0.03
H -10.28831 -4.03287 -0.16150 0.02 0.00 -0.06
H -11.54639 -3.42871 -1.26299 -0.08 -0.03 0.05
C -1.95622 -5.65239 5.47151 0.00 -0.07 -0.15
O -2.87824 -5.21798 4.49830 0.03 0.28 0.16
C -4.21720 -5.16509 4.95900 0.11 -0.14 -0.18
C -4.96301 -3.98478 4.37596 -0.13 0.04 -0.09
O -4.58412 -2.72005 4.89197 -0.03 0.01 0.06
C -3.32199 -2.17926 4.52460 0.06 0.09 0.13
C -3.21685 -1.73067 3.08565 0.19 -0.24 -0.14
O -3.13217 -2.84825 2.21186 -0.25 -0.12 0.12
C -3.82852 -2.68137 0.99779 0.11 0.16 0.14
H -2.03317 -6.73332 5.63583 0.00 0.01 0.11
H -0.95738 -5.42497 5.10212 -0.01 -0.04 -0.05
H -2.09888 -5.12633 6.42176 -0.03 -0.04 0.02
H -4.25007 -5.10528 6.05260 0.03 0.02 0.01
H -4.72424 -6.08746 4.64400 -0.13 0.02 0.13
H -6.01184 -4.09804 4.66349 0.01 0.00 0.03
H -4.92859 -3.99809 3.28513 0.18 -0.05 -0.01
H -2.50630 -2.85544 4.78433 -0.01 -0.11 -0.16
H -3.21039 -1.28902 5.14817 -0.05 0.01 0.00
H -2.30481 -1.13418 2.96716 -0.07 0.15 0.07
H -4.08092 -1.10354 2.83896 -0.03 -0.02 -0.03
H -4.85635 -2.34268 1.17252 0.00 0.03 -0.04
H -3.86956 -3.64762 0.50359 0.04 -0.03 -0.01
H -3.30895 -1.96505 0.34891 -0.13 0.01 -0.08
C -0.87080 -7.65980 -5.32050 0.09 -0.05 0.13
O -0.59308 -6.81253 -4.23122 -0.30 0.13 -0.09
C -0.05246 -5.55527 -4.60830 0.11 -0.17 0.13
C -0.56214 -4.43644 -3.72756 0.07 0.10 0.09
O -1.91970 -4.08056 -3.93732 -0.02 0.03 -0.07
C -2.93666 -4.96151 -3.49084 -0.09 -0.01 -0.09
C -3.09992 -5.03547 -1.98862 0.06 -0.24 0.10
O -2.04722 -5.76386 -1.38376 0.23 0.17 -0.09
C -1.62351 -5.24915 -0.13545 -0.06 -0.17 -0.12
H 0.04965 -8.08301 -5.73925 -0.03 0.02 -0.11
H -1.49414 -8.47427 -4.95295 0.05 -0.02 0.03
H -1.42221 -7.13390 -6.10788 0.04 0.01 -0.03
H -0.29484 -5.32788 -5.65223 -0.03 -0.01 -0.01
H 1.03932 -5.60773 -4.50660 0.02 0.14 -0.11
H 0.00383 -3.54078 -3.99362 -0.02 0.01 -0.02
H -0.36071 -4.63874 -2.67470 -0.05 -0.19 -0.01
H -2.82467 -5.95724 -3.92377 0.13 -0.07 0.13
H -3.86196 -4.53950 -3.89163 0.01 0.03 0.01
H -4.04572 -5.54890 -1.76522 -0.10 0.16 -0.03
H -3.14881 -4.01851 -1.58816 0.03 0.05 -0.01
H -1.42081 -4.17429 -0.18946 -0.07 0.02 0.01
H -0.69508 -5.75670 0.12006 -0.03 -0.06 0.03
H -2.36434 -5.44281 0.64709 0.04 0.09 0.07

---

# 2
16
Properties=species:S:1:pos:R:3:forces:R:3 method="wB97M-V/def2-TZVPD" de_lowest_kj_mol=211.8 smiles="C=CCC#N.CO" e_homo_ha=-0.3798 spin_multiplicity=1
C -1.34483 -1.59832 0.57177 0.11 0.06 -0.09
C -0.19954 -1.15513 0.06582 -0.30 -0.05 0.13
C 1.02496 -0.88252 0.89912 0.03 0.02 0.06
C 2.17408 -1.69612 0.47670 0.77 -0.62 -0.32
N 3.06272 -2.35307 0.13237 -0.90 0.71 0.35
H -2.21715 -1.76017 -0.05379 0.13 0.04 0.03
H -1.46472 -1.81498 1.63246 0.11 0.03 -0.17
H -0.10696 -0.92153 -0.99233 -0.04 -0.12 0.10
H 0.82161 -1.08457 1.95501 0.06 0.01 -0.11
H 1.29052 0.17443 0.79335 0.03 -0.11 0.05
C -0.86125 2.21222 -0.83931 -0.24 0.07 -0.03
O 0.50980 1.95094 -0.58100 0.14 0.02 -0.17
H -1.32050 1.42715 -1.45665 0.08 0.12 0.12
H -1.37017 2.23842 0.12782 0.07 -0.03 -0.18
H -1.00409 3.18121 -1.33405 0.01 -0.13 0.09
H 1.00552 2.08207 -1.39729 -0.05 -0.03 0.13

---

# 3
53
Properties=species:S:1:pos:R:3:forces:R:3 method="wB97M-V/def2-TZVPD" de_lowest_kj_mol=315.2 smiles="CCC/C=C/NC.O.O.O.O.O.O.O.O.O.O.O" e_homo_ha=-0.2902 spin_multiplicity=1
C 1.27517 2.18022 3.09610 -0.03 -0.23 -1.07
C -0.14040 1.62685 2.76758 0.76 -1.19 0.81
C -0.37331 1.30352 1.29378 0.64 0.77 -0.52
C -0.06663 -0.11157 0.91624 -1.22 0.55 -0.45
C -0.92605 -0.63133 0.03413 0.17 -2.08 0.73
N -1.02640 -1.99907 -0.34960 -0.69 1.11 -1.02
C -1.87048 -2.16721 -1.59543 2.89 0.04 0.59
H 1.79265 2.23170 2.14022 0.13 0.54 -0.14
H 1.14760 3.17744 3.48607 0.47 0.31 0.27
H 2.01399 1.60388 3.67588 -0.90 -0.03 0.45
H -0.89537 2.25939 3.21227 -0.21 0.48 -0.25
H -0.28164 0.68740 3.32092 -0.03 0.03 -0.06
H 0.17959 1.95569 0.57437 -0.37 -0.13 1.13
H -1.38421 1.51322 0.98008 -0.31 -0.07 0.35
H 0.71215 -0.67052 1.39429 0.12 -0.23 -0.26
H -1.81116 -0.07294 -0.23850 0.12 0.33 -0.24
H -0.12386 -2.46252 -0.47760 -0.20 0.10 0.33
H -1.17054 -2.27744 -2.43755 -0.21 -0.04 -0.08
H -2.35529 -1.21239 -1.77976 -0.87 -0.53 0.01
H -2.36125 -3.11621 -1.47671 -1.07 0.10 -0.28
O 2.02620 1.63004 -0.58809 0.43 0.18 0.52
H 2.34911 1.04979 0.12944 0.10 0.12 -0.11
H 1.75359 2.41195 -0.08526 0.09 -0.05 -0.51
O 3.16011 -0.02873 1.31826 -0.23 0.11 1.94
H 3.62732 0.21169 2.15020 0.38 0.13 -1.13
H 2.36797 -0.35979 1.79323 0.26 -0.44 -0.86
O 2.96078 -1.21520 -1.85383 -0.50 0.06 0.25
H 2.77277 -0.53079 -1.19406 0.06 -0.13 -0.11
H 3.69396 -0.87220 -2.35295 0.55 0.23 -0.27
O 1.55162 -3.32052 -0.71230 0.05 -0.45 -0.45
H 1.92219 -3.26131 -1.59904 -0.35 -0.13 -0.39
H 2.24280 -2.83599 -0.27476 0.33 0.48 0.92
O -1.93505 3.34099 -0.01883 -0.53 0.15 0.02
H -1.86233 3.71770 -0.90674 0.25 0.30 0.37
H -1.79778 4.05462 0.61234 -0.03 0.04 -0.25
O 1.20689 1.35881 -3.13025 -0.35 -0.57 0.22
H 1.64577 0.50690 -3.14046 0.43 -0.41 -0.87
H 1.03952 1.31526 -2.17634 -0.16 0.91 0.30
O -0.71325 3.48923 -2.42579 -0.13 -0.35 -0.18
H -0.02525 3.26109 -3.06312 0.07 0.11 0.02
H -1.17147 2.63644 -2.32606 0.19 0.05 -0.23
O -2.04984 0.91015 -3.17644 -1.29 0.85 1.48
H -1.56704 0.49488 -3.86970 0.24 -0.26 -1.09
H -2.94267 1.20967 -3.44522 1.03 -0.51 -0.27
O 1.76485 -2.22673 2.43800 0.06 -0.08 0.19
H 0.86579 -2.20139 2.79868 -0.09 -0.40 0.00
H 2.06733 -3.14255 2.50002 -0.20 0.24 0.05
O -4.16998 -1.93581 0.33135 -0.47 -0.01 0.46
H -4.30214 -1.81613 -0.61821 0.61 -0.06 0.41
H -3.23038 -1.94845 0.56895 -0.22 0.04 -0.75
O -1.40080 -2.28000 2.88961 0.11 0.24 -0.22
H -2.02669 -2.94490 2.59632 -0.07 -0.36 0.16
H -1.35998 -1.69837 2.11376 0.19 0.17 0.08

---

# 4
23
Properties=species:S:1:pos:R:3:forces:R:3 method="wB97M-V/def2-TZVPD" de_lowest_kj_mol=32.1 e_homo_ha=-0.5440 spin_multiplicity=1 total_charge=+1
C 2.14040 0.02159 -0.94257 -0.03 0.12 -0.05
C 1.41094 1.33193 -0.72891 -0.04 -0.03 0.09
C 0.65557 1.81156 -1.94994 0.00 0.05 0.04
N 0.41150 1.12330 0.39174 0.11 -0.13 -0.04
H 2.63376 -0.33208 -0.03340 -0.02 0.01 -0.10
H 1.44925 -0.73620 -1.31138 0.01 -0.12 0.03
H 2.89827 0.17881 -1.70568 0.10 -0.08 0.00
H 2.09849 2.09254 -0.36493 0.03 0.09 -0.02
H -0.05352 1.05544 -2.28643 -0.02 -0.05 -0.05
H 1.34542 2.02049 -2.76423 0.06 -0.06 0.01
H 0.11223 2.72988 -1.74478 -0.09 0.13 0.01
H 0.88421 0.75158 1.21632 -0.06 0.02 0.01
H -0.06827 1.98063 0.66614 0.04 0.06 -0.08
H -0.33486 0.44749 0.11656 -0.16 0.05 0.17
C -1.96895 -1.10748 1.59657 -0.01 0.13 -0.19
O -1.93317 -0.27331 0.40600 -0.02 -0.26 0.21
C -1.27204 -2.43065 1.37650 0.07 0.12 0.04
H -1.49232 -0.52139 2.38136 0.07 0.00 0.03
H -3.00852 -1.23861 1.88905 -0.06 -0.05 0.05
H -2.62715 -0.59588 -0.17834 0.09 0.12 -0.18
H -0.22575 -2.28130 1.09903 -0.01 -0.03 0.05
H -1.30855 -3.02597 2.28750 0.04 -0.03 0.03
H -1.74695 -3.00238 0.58385 -0.10 -0.05 -0.08

---

# 5
17
Properties=species:S:1:pos:R:3:forces:R:3 method="wB97M-V/def2-TZVPD" de_lowest_kj_mol=502.4 e_homo_ha=-0.3392 spin_multiplicity=1
C -2.33571 0.74497 0.77451 -0.11 0.03 -0.06
N 0.82711 0.19550 -0.68315 4.52 2.33 -2.12
C 0.06250 0.05262 0.42183 -0.51 -0.32 1.26
C -1.36152 -0.01936 -0.06742 -0.37 -0.40 0.31
C 3.23206 -0.44962 -0.47258 -0.02 -0.13 -0.09
C -1.70852 -0.79672 -1.09318 0.11 0.22 0.18
N 2.57074 0.61524 -0.40021 -0.54 -1.62 1.01
N 0.33608 -0.14671 1.65377 -0.16 0.28 -0.34
H 1.39471 1.14891 -0.89159 -3.12 -0.81 -0.15
H 1.33574 -0.09219 1.83745 0.04 0.04 -0.14
H -2.22034 0.45118 1.81828 0.03 0.05 -0.02
H -2.13969 1.81724 0.70409 -0.02 0.01 0.07
H -3.36152 0.55275 0.46135 0.02 0.03 -0.04
H 2.78302 -1.43158 -0.64382 0.06 0.14 0.15
H 4.31536 -0.37839 -0.36614 0.02 0.04 -0.11
H -2.73890 -0.87407 -1.41389 -0.08 0.04 0.10
H -0.99111 -1.38976 -1.63930 0.14 0.07 -0.02

---

# 6
21
Properties=species:S:1:pos:R:3:forces:R:3 method="wB97M-V/def2-TZVPD" de_lowest_kj_mol=185.9 smiles=CNCN.O.O.O e_homo_ha=-0.3446 spin_multiplicity=1
C 1.31884 -2.50691 0.72362 1.33 1.31 -0.79
N 0.23652 -1.73105 0.14817 -3.05 -0.94 -1.53
C -0.97422 -1.42428 1.06154 2.08 -0.58 -2.20
N -1.79931 -0.46974 0.40799 -0.61 0.97 0.29
H 1.10199 -2.90982 1.71842 0.04 -0.27 -0.36
H 2.23322 -1.84206 0.77101 -0.85 -0.50 0.48
H 1.62998 -3.21104 -0.03529 -0.04 -0.86 0.38
H -0.18518 -2.15744 -0.75418 1.22 0.48 2.03
H -1.65345 -2.27391 1.09694 0.52 -0.51 0.92
H -0.35139 -1.20586 1.93972 -1.54 0.57 0.50
H -1.45367 0.46359 0.18793 0.25 -0.53 0.24
H -2.19503 -0.88660 -0.42915 -0.06 0.23 0.24
O 0.78878 0.53719 -1.04862 -0.93 0.90 -1.29
H 0.37229 -0.25741 -0.61828 1.52 0.33 0.56
H 1.52848 0.95336 -0.61178 0.05 -0.51 0.49
O -1.02884 3.27365 1.81216 0.54 -0.29 -0.05
H -0.45395 2.80686 1.18410 -0.29 0.21 0.13
H -0.49641 3.30042 2.61918 -0.22 0.05 -0.13
O 0.74933 3.19517 -3.63518 0.09 0.17 -0.14
H 0.36570 2.39564 -3.25978 -0.04 0.11 0.21
H 0.26631 3.95026 -3.27851 -0.01 -0.35 0.03

---

It is found that the gap between HOMO and LUMO values, taken in the order of the records, are 6.79 11.04 8.17 11.74 9.86 9.92 eV.
It is found that the DFT total energy values, taken in the order of the records, are -112291.840 -8867.017 -30801.429 -8976.183 -9796.260 -11422.500 eV.